Record 1
C31H65FN7O9S | ωB97M-V/def2-TZVPD

Atoms and positions in Å:
C -3.971 4.917 -2.915
C -4.725 5.158 -1.616
O -4.068 4.684 -0.456
C -3.037 5.523 0.038
C -1.639 5.106 -0.414
C -1.458 3.594 -0.336
C -0.308 3.095 -1.256
C -0.615 1.780 -1.977
N -0.070 0.524 -1.338
C -0.782 0.415 -0.024
O -0.708 -0.894 0.485
O -1.949 -1.140 1.159
C -0.379 -0.655 -2.254
N -1.807 -0.794 -2.438
C -2.376 -2.034 -1.903
C -2.326 -0.398 -3.722
C -2.829 -1.423 -4.722
O -2.395 0.799 -4.021
C 0.474 -0.673 -3.526
C 0.380 -2.113 -4.089
C 1.483 -3.029 -3.537
O 1.109 -4.395 -3.731
N 1.958 -0.436 -3.266
S 2.672 -0.132 -4.835
C 2.248 0.719 -2.404
F 2.051 1.951 -2.992
N 3.609 0.629 -2.010
C 4.461 1.587 -2.097
C 5.526 1.599 -3.144
C 4.511 2.742 -1.136
C 1.405 0.584 -1.118
O 1.767 -0.603 -0.510
C 2.035 -0.550 0.888
C 3.500 -0.537 1.316
N 3.597 -1.679 2.234
C 3.742 -2.976 1.552
C 2.592 -3.952 1.842
C 1.618 -4.095 0.654
O 3.165 -5.252 2.053
H -4.386 5.556 -3.689
H -2.914 5.161 -2.848
H -4.046 3.872 -3.201
H -5.019 6.202 -1.496
H -5.653 4.596 -1.673
H -3.080 5.445 1.122
H -3.252 6.558 -0.226
H -1.377 5.510 -1.388
H -0.951 5.564 0.297
H -1.142 3.381 0.684
H -2.372 3.068 -0.585
H 0.619 3.122 -0.690
H -0.202 3.845 -2.035
H -0.287 1.850 -3.004
H -1.690 1.687 -2.029
H -1.811 0.743 -0.082
H -0.270 1.097 0.656
H -1.656 -1.419 2.043
H -0.060 -1.533 -1.705
H -3.435 -1.872 -1.722
H -2.301 -2.889 -2.574
H -1.936 -2.302 -0.952
H -3.554 -0.916 -5.347
H -3.329 -2.274 -4.279
H -2.025 -1.730 -5.381
H 0.177 0.076 -4.256
H 0.500 -2.067 -5.164
H -0.546 -2.590 -3.795
H 1.624 -2.868 -2.468
H 2.427 -2.877 -4.041
H 0.491 -4.612 -3.032
H 1.912 0.881 -5.303
H 5.055 2.080 -4.002
H 6.418 2.132 -2.843
H 5.732 0.570 -3.417
H 5.545 2.862 -0.818
H 3.916 2.546 -0.252
H 4.215 3.669 -1.623
H 1.679 1.402 -0.460
H 1.459 0.228 1.386
H 1.637 -1.476 1.284
H 3.742 0.354 1.889
H 4.196 -0.662 0.488
H 4.383 -1.581 2.858
H 3.814 -2.893 0.466
H 4.665 -3.446 1.882
H 2.047 -3.696 2.742
H 1.793 -5.035 0.141
H 1.733 -3.303 -0.085
H 0.582 -4.115 0.985
H 3.659 -5.490 1.267
C -2.849 -4.078 3.682
C -1.626 -3.230 3.932
O -1.632 -2.015 3.760
N -0.502 -3.863 4.344
C -0.295 -5.288 4.569
H -3.658 -3.433 3.355
H -2.652 -4.817 2.904
H -3.156 -4.588 4.595
H 0.276 -3.240 4.496
H 0.013 -5.447 5.603
H 0.497 -5.638 3.905
H -1.192 -5.865 4.376
C -2.908 2.195 6.577
C -1.514 2.776 6.522
O -1.246 3.863 7.002
N -0.551 2.034 5.908
C -0.680 0.731 5.279
H -3.553 2.898 7.093
H -3.297 2.032 5.572
H -2.909 1.251 7.123
H 0.354 2.478 5.908
H -0.014 0.017 5.767
H -0.398 0.807 4.227
H -1.696 0.362 5.342

Forces on the atoms, in the same order (eV/Å):
C 0.1 0.2 0.2
C -0.2 -0.3 -0.1
O 0.0 0.1 0.0
C -0.2 -0.2 0.0
C -0.1 0.1 0.4
C 1.2 -0.1 -0.2
C -0.6 0.4 0.2
C 0.2 1.0 0.1
N -1.1 0.6 -0.5
C 0.2 -0.2 1.1
O 0.0 0.0 -0.2
O -0.2 0.2 -0.7
C 0.0 -0.6 0.2
N 0.4 -0.3 -0.9
C -0.5 -0.1 0.0
C -0.7 2.2 -0.6
C -0.5 0.4 0.3
O 0.6 -2.2 0.6
C 0.9 -0.3 0.2
C 0.8 0.4 0.2
C -0.6 -0.5 0.3
O 0.2 0.2 -0.2
N -1.3 2.0 -1.2
S 0.6 -0.7 0.2
C 1.2 -1.7 2.0
F -0.7 0.2 -0.1
N 0.0 0.8 -2.1
C 0.0 0.0 0.8
C -0.1 -0.7 0.5
C 0.0 -0.1 0.0
C 0.8 -0.4 0.2
O 0.1 0.1 -0.1
C -0.1 -0.4 0.2
C -0.1 -0.7 0.5
N 0.6 -0.1 -0.1
C -0.4 0.1 0.4
C 0.5 -1.1 -1.3
C -0.3 0.4 0.1
O -0.3 0.1 0.9
H -0.1 -0.1 -0.3
H 0.1 0.1 0.1
H 0.0 -0.1 -0.2
H 0.2 0.2 0.1
H -0.2 0.0 0.1
H -0.1 0.0 0.2
H 0.1 0.2 0.0
H -0.1 -0.1 -0.2
H 0.2 0.2 -0.1
H -0.5 -0.3 0.3
H -0.2 0.1 0.1
H 0.2 -0.1 -0.2
H 0.2 0.0 -0.2
H 0.3 -0.4 0.0
H -0.1 -0.4 0.0
H -0.2 -0.2 -0.5
H 0.1 0.2 -0.1
H 0.1 -0.1 0.7
H 0.1 0.1 0.4
H -0.1 0.0 0.1
H 0.2 -0.1 -0.1
H 0.2 0.2 0.1
H -0.1 0.2 -0.1
H 0.2 -0.2 0.0
H 0.2 -0.2 0.1
H -0.6 0.0 0.0
H -0.4 -0.2 -0.2
H -0.4 0.1 -0.3
H 0.2 0.3 0.1
H 0.2 0.0 -0.1
H -0.1 -0.2 0.1
H -0.1 0.0 0.3
H 0.0 0.1 -0.2
H 0.1 0.1 -0.1
H 0.2 -0.1 -0.2
H 0.1 0.1 0.0
H -0.3 0.1 0.0
H -0.1 0.1 0.0
H -0.4 0.4 -0.1
H 0.0 0.3 -0.1
H -0.2 0.0 -0.1
H 0.1 0.2 -0.1
H -0.1 0.3 -0.4
H 0.0 0.2 0.0
H 0.1 0.4 -0.1
H 0.0 -0.1 0.1
H 0.2 0.1 0.3
H 0.1 -0.2 0.0
H -0.1 0.2 0.0
H -0.1 0.0 0.0
H 0.1 -0.1 -0.2
C 0.0 0.2 0.0
C 0.3 -0.8 0.1
O 0.1 0.5 -0.3
N -0.6 0.2 -0.2
C 0.4 0.3 0.0
H 0.0 0.1 0.0
H 0.0 -0.1 0.1
H 0.0 -0.1 0.0
H 0.1 0.0 0.0
H 0.0 -0.1 0.0
H 0.0 -0.1 0.1
H -0.1 0.1 0.0
C 0.0 0.0 0.0
C 0.0 0.1 0.1
O 0.0 0.0 0.0
N -0.1 -0.1 -0.1
C 0.3 0.4 0.1
H 0.1 0.1 0.0
H 0.0 -0.1 0.0
H 0.0 -0.1 -0.1
H 0.0 0.0 0.0
H -0.1 -0.1 -0.1
H -0.1 -0.2 -0.1
H 0.0 0.0 0.0

Results
total charge = +1
M = 730.97 g/mol
DFT total energy = -2778.25369 hartree

Record 2
C31H66N3O7P | ωB97M-V/def2-TZVPD

Atoms and positions in Å:
C -1.076 -2.147 5.254
C -0.553 -0.732 4.722
C -1.423 -0.148 3.481
N -0.831 -0.646 2.204
C -0.018 0.369 1.486
C 0.942 1.231 2.464
C 1.861 2.275 1.620
C 3.361 2.411 2.219
N 3.435 2.309 3.703
O -0.774 1.349 0.742
C -1.425 0.798 -0.418
C -2.952 1.335 -0.362
C -3.805 0.848 -1.628
N -3.768 -0.642 -1.836
C -4.199 -1.346 -0.592
C -4.340 -2.926 -0.928
C -4.809 -0.918 -2.874
C -4.435 -1.332 -4.364
O -6.032 -0.871 -2.584
C -0.652 1.310 -1.745
C -1.035 2.802 -2.183
C -0.401 3.927 -1.199
O -1.293 4.335 -0.142
O -0.761 0.343 -2.843
C 0.497 0.359 -3.576
C 0.269 -0.119 -5.108
O 1.468 -0.826 -5.498
C 2.234 -0.092 -6.484
C 3.114 -1.160 -7.330
C 4.708 -0.892 -7.182
P 1.198 -0.649 0.375
C 2.733 -1.155 1.361
C 0.368 -2.330 -0.044
C 0.704 -2.841 -1.526
H -1.478 -2.128 6.323
H -0.241 -2.938 5.263
H -1.891 -2.580 4.578
H -0.423 0.053 5.550
H 0.511 -0.916 4.324
H -1.571 0.976 3.540
H -2.455 -0.649 3.595
H -1.623 -0.989 1.649
H 1.563 0.568 3.155
H 0.331 1.903 3.171
H 1.845 2.074 0.504
H 1.396 3.320 1.756
H 3.719 3.465 1.940
H 4.034 1.692 1.655
H 2.578 2.663 4.139
H 3.610 1.323 3.922
H -1.511 -0.335 -0.434
H -3.442 0.979 0.616
H -3.015 2.469 -0.343
H -4.902 1.174 -1.478
H -3.472 1.323 -2.612
H -3.424 -1.288 0.253
H -5.177 -0.903 -0.177
H -3.967 -3.488 -0.007
H -5.453 -3.113 -1.083
H -3.756 -3.227 -1.861
H -4.840 -0.615 -5.149
H -3.311 -1.480 -4.520
H -4.935 -2.346 -4.557
H 0.472 1.338 -1.497
H -2.139 2.974 -2.384
H -0.503 2.977 -3.192
H -0.232 4.846 -1.878
H 0.636 3.620 -0.841
H -2.021 4.834 -0.579
H 1.305 -0.280 -3.097
H 0.935 1.421 -3.655
H 0.029 0.761 -5.785
H -0.621 -0.842 -5.166
H 1.578 0.441 -7.257
H 2.991 0.633 -6.010
H 2.930 -2.195 -6.896
H 2.886 -1.127 -8.446
H 5.242 -1.902 -7.095
H 5.151 -0.376 -8.103
H 4.961 -0.324 -6.219
H 2.373 -1.914 2.153
H 3.226 -0.314 1.939
H 3.479 -1.738 0.713
H -0.762 -2.309 0.146
H 0.778 -3.118 0.691
H 0.969 -3.953 -1.461
H 1.555 -2.260 -2.001
H -0.248 -2.751 -2.159
C 3.595 5.113 -2.297
C 3.931 3.715 -1.849
C 4.393 2.742 -2.901
O 3.833 3.385 -0.683
H 3.278 5.703 -1.435
H 4.476 5.584 -2.739
H 2.778 5.085 -3.022
H 5.309 3.107 -3.370
H 3.611 2.608 -3.653
H 4.598 1.776 -2.435
C -0.569 -3.591 10.731
C -1.309 -3.703 9.424
C -2.735 -4.184 9.473
O -0.775 -3.416 8.370
H 0.445 -3.233 10.543
H -1.077 -2.879 11.385
H -0.512 -4.570 11.210
H -3.338 -3.498 10.071
H -2.773 -5.190 9.897
H -3.141 -4.215 8.460

Forces on the atoms, in the same order (eV/Å):
C 0.1 -0.5 0.2
C 0.7 0.1 -0.5
C -0.5 -1.1 1.5
N -0.6 1.6 0.7
C 1.4 -0.5 1.3
C -0.3 0.7 -0.2
C -0.1 0.5 0.9
C -0.7 1.2 -1.2
N 0.4 -0.7 -1.1
O 0.3 -1.6 -0.2
C -1.6 1.0 -1.1
C 0.0 -0.4 -0.6
C -0.4 0.6 0.1
N -1.2 0.2 0.0
C 0.0 -1.3 0.4
C -0.7 0.8 0.7
C -3.0 -0.1 -0.1
C 0.6 -0.5 0.3
O 3.9 -0.2 -0.8
C 0.6 0.3 0.7
C 1.3 0.0 -0.3
C -0.5 0.4 -2.0
O 0.2 0.0 -0.8
O 1.3 1.2 0.2
C 0.0 0.4 -1.4
C -0.5 -0.4 1.5
O -0.4 1.7 -1.2
C 1.2 -0.9 -1.4
C 1.1 0.4 0.6
C 0.0 -0.6 0.0
P 0.3 0.1 -1.7
C -0.6 -1.5 1.6
C 0.2 -0.9 0.8
C -0.8 -0.3 0.3
H 0.5 0.1 -1.5
H -1.2 1.3 0.0
H 1.0 0.7 0.8
H -0.5 -1.2 -1.0
H -1.6 0.4 0.5
H 0.3 -1.3 -0.2
H 1.4 0.9 -0.2
H 0.8 0.3 -0.2
H -0.9 0.7 -1.2
H 0.6 -1.3 -1.1
H 0.2 0.0 1.4
H 0.5 -1.6 -0.3
H -0.5 -1.6 0.2
H -0.6 0.7 1.2
H 0.5 -0.5 -0.2
H -0.5 0.7 0.4
H 0.5 1.3 0.0
H 0.8 0.4 -1.5
H 0.4 -1.4 0.0
H 1.5 -0.4 0.0
H -0.1 -0.5 1.4
H -0.9 0.4 -1.5
H 1.3 -0.8 -0.6
H -0.6 0.5 -1.4
H 1.6 -0.1 0.1
H -0.7 0.5 1.4
H 0.5 -0.8 1.3
H -1.6 0.4 0.4
H 0.6 1.5 0.4
H -1.7 0.0 0.1
H 1.3 -0.2 0.5
H -0.8 -0.3 1.4
H -0.1 -1.2 0.9
H -1.6 0.2 0.1
H 0.8 -0.5 0.5
H -1.2 0.5 -0.4
H -0.7 -1.3 0.3
H 0.4 -1.0 0.8
H 1.3 0.9 0.2
H 0.6 -0.5 1.4
H -1.4 -0.8 -0.5
H -0.1 1.4 -0.7
H 0.0 -0.2 1.6
H -0.7 1.4 -0.2
H -0.7 -0.5 1.5
H -0.4 -0.6 -1.5
H 0.6 1.0 -0.9
H -0.5 -0.9 -1.1
H -1.1 1.2 0.7
H 1.6 0.1 -0.4
H -0.7 1.2 -0.9
H -0.3 1.6 -0.3
H -1.1 -0.8 0.6
H 1.6 0.0 0.7
C -0.1 0.1 0.3
C -0.1 -0.2 0.6
C 0.1 -0.3 0.2
O 0.0 0.1 -0.5
H 0.0 -0.1 -0.1
H -0.1 0.0 -0.2
H 0.2 0.1 -0.1
H -0.1 0.0 -0.2
H 0.1 0.1 -0.1
H -0.1 0.1 0.0
C 0.3 0.1 -0.1
C 0.3 0.2 -0.6
C -0.1 0.0 -0.4
O -0.2 -0.1 0.5
H -0.1 0.0 0.0
H -0.1 -0.2 0.1
H -0.1 0.1 0.1
H 0.0 -0.2 0.1
H -0.1 0.1 0.2
H 0.1 0.0 0.1

Results
total charge = 0
M = 623.86 g/mol
DFT total energy = -2252.79159 hartree
SMILES = CCCN[C@](CCCN)(O[C@@H](CCN(CC)C(C)=O)[C@H](CCO)OCCOCCC)P(C)CC.CC(C)=O.CC(C)=O

no.,HOMO energy (eV)
1,-11.01
2,-7.39